(1)
{
  "formula": "C6H12ClN",
  "method": "ωB97M-V/def2-TZVPD",
  "charge": 0,
  "smiles": "CC(C)(Cl)[C@H]1C[C@H]1N",
  "total_energy_ev": -20427.935,
  "e_lumo_ev": 0.83,
  "relative_energy_kcal_mol": 37.7,
  "max_force_ev_per_a": 3.12,
  "homo_lumo_gap_ha": 0.35443,
  "species": ["C", "C", "C", "Cl", "C", "C", "C", "N", "H", "H", "H", "H", "H", "H", "H", "H", "H", "H", "H", "H"],
  "xyz": [[1.268505, -0.185628, 1.621774], [0.828642, 0.252057, 0.257014], [1.760477, 1.252057, -0.383301], [0.893389, -1.163678, -0.827500], [-0.559705, 0.955150, 0.301420], [-1.509114, 1.172655, -0.889924], [-1.916704, 0.286472, 0.309442], [-2.122112, -1.167391, 0.374519], [1.443548, 0.677884, 2.268677], [2.221536, -0.818916, 1.579089], [0.481110, -0.735938, 2.084100], [1.477861, 1.405027, -1.385451], [1.708483, 2.144218, 0.177167], [2.753999, 0.734568, -0.451521], [-0.410774, 1.762274, 0.991590], [-1.854498, 2.178376, -1.050972], [-1.350038, 0.525669, -1.836766], [-2.579636, 0.835642, 1.023989], [-1.839508, -1.579396, -0.465552], [-1.617524, -1.571714, 1.212965]],
  "forces_ev_per_a": [[1.55, -0.38, 0.26], [-1.11, 0.97, -0.86], [1.46, -2.19, 0.29], [-0.33, -0.71, -0.38], [0.44, -1.41, -0.79], [1.04, -2.91, -0.43], [-0.31, 1.34, 1.72], [-0.08, 1.48, 1.89], [0.13, 0.07, -0.13], [-1.36, 0.93, 0.06], [-0.46, -0.72, 0.40], [-0.56, 0.46, -1.20], [0.53, 1.16, 0.56], [-0.44, 1.04, 0.39], [-0.40, 0.62, 0.15], [-0.57, -0.07, 0.04], [0.13, 1.40, 1.58], [0.33, -0.71, -0.70], [0.70, -1.01, -1.13], [-0.69, 0.65, -1.73]]
}

---

(2)
{
  "formula": "C9H16N2O6",
  "method": "ωB97M-V/def2-TZVPD",
  "charge": 0,
  "smiles": "C[C@@H](O)[C@H](NC(=O)[C@@H](N)CCC(=O)O)C(=O)O",
  "total_energy_ev": -24856.770,
  "e_lumo_ev": 0.39,
  "relative_energy_kcal_mol": 62.6,
  "max_force_ev_per_a": 6.38,
  "homo_lumo_gap_ha": 0.35999,
  "species": ["C", "C", "O", "C", "N", "C", "O", "C", "N", "C", "C", "C", "O", "O", "C", "O", "O", "H", "H", "H", "H", "H", "H", "H", "H", "H", "H", "H", "H", "H", "H", "H", "H"],
  "xyz": [[1.714377, 0.046839, 3.823544], [0.287588, 0.113993, 3.287956], [-0.013830, 1.537290, 3.169441], [0.039007, -0.437401, 1.925426], [-1.070232, 0.370051, 1.273449], [-1.408278, 0.150279, -0.070012], [-2.403043, -0.455652, -0.437011], [-0.269782, 0.556475, -1.017999], [0.583151, -0.582594, -1.504253], [-0.961266, 1.324931, -2.227573], [-0.015715, 1.400917, -3.399504], [-0.032237, 0.280651, -4.352570], [-1.117074, -0.326602, -4.631089], [1.064758, -0.010655, -4.973325], [-0.131162, -2.000097, 1.728823], [-0.405521, -2.559147, 0.699386], [-0.037884, -2.687042, 2.852868], [1.975637, -1.011571, 4.092274], [1.807400, 0.717416, 4.668910], [2.569850, 0.370439, 3.066171], [-0.269596, -0.425919, 4.062845], [-0.659525, 1.685054, 2.529748], [0.983179, -0.200988, 1.348337], [-1.888683, 0.422209, 1.920887], [0.469766, 1.359384, -0.563852], [0.072291, -1.068479, -2.250615], [0.876730, -1.202461, -0.658082], [-1.218604, 2.323770, -1.905819], [-1.882597, 0.883781, -2.428192], [0.954252, 1.380705, -2.925769], [-0.172145, 2.291415, -4.081073], [0.864132, -0.589277, -5.744424], [-0.304944, -3.657714, 2.721095]],
  "forces_ev_per_a": [[2.12, -0.74, -1.88], [0.37, 1.74, 0.79], [2.25, -1.11, 3.19], [0.86, -0.27, -2.97], [-0.83, -0.89, 1.88], [0.52, -2.07, -0.48], [0.82, 1.60, 0.53], [1.10, 1.61, -0.95], [-0.33, 0.18, 1.82], [1.33, -0.18, 1.00], [0.59, 0.93, -0.26], [-5.83, -2.48, -0.81], [3.29, 1.64, 0.79], [1.77, -0.17, -1.26], [-1.08, 0.33, -0.22], [0.34, 0.78, -0.29], [-0.18, -1.58, 1.42], [-0.30, 0.97, 0.05], [-0.09, -0.13, 0.26], [-2.01, -0.47, 1.21], [-0.73, 0.48, -0.17], [-1.47, 0.26, -1.76], [-0.94, -0.17, 0.27], [0.53, -0.76, -1.04], [-1.54, -1.75, -0.32], [0.23, -0.45, 0.95], [-1.11, 1.12, -2.58], [0.19, 0.38, 0.29], [-1.45, -1.11, -0.71], [0.74, 0.69, -0.43], [0.29, -0.64, 1.04], [-0.07, 0.26, 0.82], [0.62, 1.97, -0.18]]
}

---

(3)
{
  "formula": "C2H5N2Si",
  "method": "ωB97M-V/def2-TZVPD",
  "charge": 1,
  "total_energy_ev": -13001.547,
  "e_lumo_ev": [-6.09, -6.08],
  "relative_energy_kcal_mol": 77.4,
  "max_force_ev_per_a": 2.37,
  "homo_lumo_gap_ha": [0.24512, 0.24538],
  "species": ["C", "C", "N", "N", "Si", "H", "H", "H", "H", "H"],
  "xyz": [[1.860950, -0.433997, 0.085666], [0.099674, 0.290802, -1.351687], [1.202473, -0.016809, -0.806693], [-0.982894, 0.440154, -0.380690], [-1.021752, -0.354743, 1.114243], [2.633331, -0.018576, 0.621656], [0.085298, 0.303892, -2.400384], [-1.790267, 1.023507, -0.505289], [-2.250034, -1.003871, 1.686521], [0.163221, -0.230360, 1.936656]],
  "forces_ev_per_a": [[-0.57, -2.29, 0.26], [-1.05, 0.86, 1.81], [-0.62, 0.74, -0.49], [1.27, -1.19, -0.34], [0.28, -0.19, 0.16], [1.70, 1.05, 1.16], [-1.05, 0.34, -1.10], [-0.46, 0.10, -1.20], [0.40, 0.68, -0.45], [0.10, -0.09, 0.20]]
}